Here is C33H45Br2N4O2RuSbSi as an isolated structure at a distorted geometry from OMol25. Energies are from ωB97M-V/def2-TZVPD.

```
! RIJCOSX wB97M-V def2-TZVPD def2/J DEFGRID3
* xyz 2 5
Ru -0.518 0.573 0.664
C 2.217 2.243 -0.589
C 2.429 1.673 0.753
C 3.697 1.763 1.393
C 3.949 1.284 2.636
C 2.913 0.637 3.301
C 2.986 0.008 4.550
Br 4.673 -0.137 5.406
C 1.924 -0.583 5.262
C 0.699 -0.567 4.611
Br -0.695 -1.340 5.604
C 0.529 -0.049 3.332
O -0.647 0.045 2.763
C 1.654 0.485 2.656
N 1.460 0.926 1.302
H 1.250 2.650 -0.780
H 2.472 1.437 -1.379
H 2.926 3.098 -0.758
H 4.487 2.359 0.910
H 4.940 1.259 3.047
H 2.066 -1.081 6.200
C -3.902 -2.717 -0.392
Si -3.588 -0.961 0.222
C -4.535 -0.663 1.849
C -4.246 0.405 -0.855
C -1.692 -0.941 0.479
H -4.980 -2.995 -0.496
H -3.464 -3.448 0.282
H -3.302 -2.867 -1.340
H -5.514 -0.065 1.839
H -3.872 -0.127 2.619
H -4.721 -1.612 2.417
H -5.239 0.162 -1.223
H -3.605 0.483 -1.748
H -4.225 1.300 -0.211
H -1.520 -1.687 -0.314
H -1.613 -1.543 1.467
C -3.154 5.470 0.649
C -2.303 4.429 -0.038
Sb -1.315 2.954 1.332
C 0.086 3.985 2.726
C -0.012 5.506 2.580
C -3.043 2.547 2.582
C -3.547 3.636 3.574
H -3.376 6.184 -0.145
H -2.728 6.134 1.417
H -4.078 4.978 0.953
H -1.355 4.819 -0.408
H -2.768 3.818 -0.840
H 1.051 3.557 2.374
H -0.007 3.601 3.786
H 0.121 5.820 1.559
H 0.745 6.024 3.248
H -1.002 5.876 2.834
H -2.840 1.568 3.072
H -3.814 2.401 1.815
H -2.756 4.015 4.254
H -4.298 3.116 4.159
H -3.964 4.505 3.044
C 4.150 -7.793 -2.125
C 3.737 -6.466 -2.733
C 2.444 -6.402 -3.361
C 2.122 -5.273 -4.099
C 3.025 -4.165 -4.169
N 2.687 -3.058 -5.050
C 1.647 -2.212 -4.873
O 0.982 -1.798 -5.822
N 1.447 -1.804 -3.550
C 0.700 -0.681 -3.256
C -0.018 0.104 -4.205
C -0.767 1.155 -3.736
C -0.955 1.345 -2.329
N -0.392 0.515 -1.444
C 0.391 -0.462 -1.915
C 4.131 -4.118 -3.393
C 4.525 -5.275 -2.685
H 3.539 -7.985 -1.222
H 5.205 -7.705 -1.866
H 4.009 -8.621 -2.805
H 1.874 -7.321 -3.402
H 1.183 -5.221 -4.708
H 2.653 -3.425 -6.038
H 2.244 -2.040 -2.957
H 0.068 -0.073 -5.263
H -1.294 1.891 -4.415
H -1.585 2.136 -1.904
H 0.888 -1.043 -1.105
H 4.849 -3.292 -3.360
H 5.479 -5.261 -2.212
*
```

Output
LUMO level (alpha / beta) ... -6.6 / -8.7 eV
HOMO (alpha / beta) ... -12.70 / -12.82 eV
HOMO-LUMO gap (alpha / beta) ... 6.08 / 4.17 eV
⟨S²⟩ ... 6.05